Record 1
Here is a 13-piece molecular cluster, C39H104O39S13 overall in a non-equilibrium geometry from the OMol25 dataset. Energies are from the ωB97M-V functional and the def2-TZVPD basis.

The geometry in XYZ format:
```
195
Properties=species:S:1:pos:R:3:mulliken_charge:R:1
O 3.022 0.823 -5.310 -0.616
S 1.942 0.043 -5.859 1.423
O 1.432 -0.994 -5.022 -0.664
O 0.748 0.918 -6.222 -0.478
C -0.009 1.563 -5.189 0.878
C 0.601 2.872 -4.678 -0.957
C 2.353 -0.430 -7.456 -1.248
H -0.183 0.951 -4.293 -0.457
H -0.918 1.838 -5.682 0.128
H 0.733 3.707 -5.387 0.396
H 1.565 2.668 -4.231 0.252
H -0.002 3.252 -3.791 0.107
H 2.520 0.464 -8.063 0.383
H 1.584 -1.117 -7.875 0.350
H 3.320 -0.952 -7.356 0.395
O -5.583 6.562 -2.532 -0.666
S -5.777 5.447 -1.675 1.429
O -6.524 4.281 -2.096 -0.705
O -4.389 4.913 -1.183 0.014
C -3.282 5.752 -0.590 -0.761
C -1.952 5.209 -1.084 -0.519
C -6.669 5.998 -0.175 -0.974
H -3.472 5.653 0.479 0.258
H -3.472 6.709 -0.999 0.655
H -1.951 5.025 -2.158 -0.100
H -1.690 4.357 -0.522 0.038
H -1.323 6.001 -0.802 0.440
H -7.648 5.719 -0.420 0.488
H -6.536 7.069 0.018 0.306
H -6.213 5.401 0.622 0.129
O -5.410 0.840 -4.792 -0.744
S -4.120 1.018 -4.167 1.034
O -3.116 -0.053 -4.164 -0.309
O -3.431 2.332 -4.706 -0.300
C -4.304 3.520 -5.073 -0.302
C -3.433 4.770 -4.866 -0.637
C -4.440 1.406 -2.502 0.627
H -5.164 3.537 -4.402 0.395
H -4.579 3.373 -6.121 0.268
H -3.086 4.778 -3.846 -0.279
H -3.975 5.688 -5.038 0.415
H -2.613 4.765 -5.582 0.366
H -3.526 1.750 -2.035 -0.381
H -4.876 0.623 -1.902 -0.242
H -5.144 2.251 -2.467 0.072
O -2.403 -3.574 -3.694 -0.651
S -1.180 -2.867 -3.944 0.840
O -0.710 -1.873 -3.043 -0.225
O -0.059 -3.979 -4.174 -0.360
C 1.052 -4.048 -3.307 0.129
C 0.689 -5.032 -2.213 -0.751
C -1.216 -2.095 -5.492 -0.517
H 1.418 -3.076 -2.999 -0.090
H 1.846 -4.588 -3.907 0.280
H -0.256 -4.777 -1.728 -0.037
H 1.521 -5.006 -1.422 0.247
H 0.708 -6.054 -2.576 0.403
H -1.069 -2.821 -6.333 0.464
H -0.430 -1.339 -5.442 -0.160
H -2.217 -1.633 -5.636 0.254
O 5.866 -0.091 5.815 -0.686
S 5.542 0.981 4.880 1.353
O 6.625 1.589 4.132 -0.693
O 4.551 0.434 3.840 -0.063
C 4.096 1.360 2.738 -0.817
C 3.419 0.512 1.720 0.503
C 4.646 2.256 5.669 -0.822
H 4.972 1.862 2.323 0.562
H 3.348 2.033 3.148 0.197
H 2.810 1.237 1.167 -0.513
H 2.694 -0.099 2.182 0.450
H 4.066 -0.094 1.113 -0.512
H 5.324 2.733 6.320 0.490
H 3.786 1.779 6.197 0.208
H 4.236 2.985 4.939 0.197
O -4.215 4.157 2.238 -0.678
S -3.056 3.369 2.553 0.994
O -1.796 4.027 2.361 -0.521
O -3.009 3.064 4.178 -0.126
C -4.300 2.492 4.704 -0.058
C -4.108 2.470 6.211 -1.297
C -3.208 1.774 1.695 -0.122
H -4.356 1.472 4.327 0.187
H -5.141 3.156 4.356 0.363
H -3.923 3.472 6.501 0.372
H -3.206 1.968 6.428 0.190
H -4.900 2.036 6.775 0.421
H -4.122 1.298 1.938 0.707
H -2.353 1.114 1.985 -0.089
H -3.214 2.093 0.684 -0.308
O 0.518 -2.510 4.017 -0.348
S -0.192 -1.730 5.000 1.221
O 0.079 -1.935 6.374 -0.739
O 0.089 -0.214 4.664 -0.033
C -0.628 0.753 5.562 -0.340
C -0.141 2.178 5.357 -1.016
C -1.983 -1.852 4.720 -0.874
H -0.369 0.367 6.549 0.460
H -1.698 0.668 5.391 0.146
H -0.284 2.610 4.364 0.018
H 0.935 2.152 5.465 0.337
H -0.667 2.872 6.076 0.359
H -2.468 -1.542 5.627 0.592
H -2.212 -2.938 4.638 0.213
H -2.271 -1.301 3.796 0.017
O -4.110 -3.429 2.130 -0.561
S -4.734 -2.504 1.239 0.799
O -4.722 -1.145 1.571 -0.441
O -4.047 -2.771 -0.107 0.147
C -4.504 -2.148 -1.349 0.136
C -5.185 -3.125 -2.317 -1.642
C -6.360 -2.998 0.980 -1.124
H -3.602 -1.720 -1.833 0.016
H -5.132 -1.283 -1.122 0.382
H -6.111 -3.563 -1.962 0.374
H -4.465 -3.939 -2.416 0.356
H -5.319 -2.648 -3.254 0.427
H -6.738 -2.280 0.273 0.386
H -6.882 -2.865 1.946 0.418
H -6.353 -4.055 0.729 0.269
O 2.657 4.863 3.092 -0.659
S 2.705 5.036 1.684 1.339
O 3.827 5.742 1.119 -0.702
O 2.701 3.535 1.167 0.152
C 3.056 3.350 -0.293 -0.345
C 4.528 3.034 -0.513 -0.966
C 1.230 5.822 1.185 -0.797
H 2.625 4.166 -0.819 0.894
H 2.371 2.494 -0.421 -0.388
H 4.587 2.796 -1.565 0.427
H 4.850 2.157 0.091 -0.052
H 5.213 3.841 -0.288 0.354
H 1.326 6.804 1.689 0.462
H 0.460 5.273 1.647 0.172
H 1.162 5.927 0.094 0.278
O -1.438 1.436 -1.187 -0.101
S -0.367 0.782 -0.437 1.056
O 0.363 1.471 0.564 -0.233
O -1.033 -0.599 0.097 0.378
C -0.045 -1.595 0.684 0.555
C -0.770 -2.921 0.808 -0.923
C 0.718 0.364 -1.648 0.760
H 0.302 -1.158 1.660 -0.425
H 0.762 -1.716 0.026 0.085
H -1.425 -2.977 1.622 0.367
H -0.044 -3.694 1.002 0.142
H -1.173 -3.306 -0.150 -0.246
H 0.977 1.339 -2.111 0.037
H 0.360 -0.292 -2.414 -0.645
H 1.640 -0.047 -1.185 -0.688
O 3.520 -2.555 1.222 -0.171
S 3.989 -3.660 2.038 1.008
O 3.371 -4.907 1.816 -0.695
O 5.484 -3.839 1.776 -0.376
C 6.385 -2.648 2.142 0.447
C 7.729 -3.020 1.637 -1.522
C 3.824 -3.224 3.779 -0.246
H 6.244 -2.493 3.229 0.348
H 6.085 -1.799 1.541 -0.091
H 7.755 -3.295 0.583 0.298
H 8.101 -3.803 2.295 0.410
H 8.389 -2.113 1.749 0.372
H 4.480 -3.829 4.396 0.547
H 2.797 -3.566 3.935 -0.107
H 3.958 -2.148 3.843 -0.152
O 6.494 -1.860 -1.750 -0.703
S 5.480 -0.901 -2.053 1.060
O 5.353 0.151 -1.095 -0.530
O 5.804 -0.319 -3.445 -0.039
C 6.991 0.494 -3.631 -0.394
C 8.111 -0.398 -4.272 -1.046
C 3.928 -1.532 -2.368 -0.344
H 7.255 0.856 -2.639 0.291
H 6.587 1.358 -4.188 0.341
H 8.505 -1.057 -3.483 0.239
H 8.835 0.225 -4.822 0.393
H 7.612 -0.981 -5.063 0.258
H 3.736 -2.454 -1.820 0.474
H 3.817 -1.830 -3.394 0.551
H 3.060 -0.991 -2.138 -0.510
O -1.649 -5.387 4.473 -0.566
S -1.024 -6.484 3.740 1.070
O -1.102 -7.788 4.322 -0.668
O -1.572 -6.564 2.199 -0.068
C -2.866 -7.187 2.003 -0.464
C -3.620 -6.511 0.859 -0.711
C 0.606 -5.989 3.267 -0.535
H -3.395 -7.000 2.957 0.391
H -2.661 -8.286 1.920 0.292
H -3.051 -6.406 -0.106 0.202
H -3.995 -5.558 1.120 -0.063
H -4.432 -7.179 0.563 0.473
H 1.112 -6.721 2.604 0.404
H 1.139 -5.793 4.164 0.527
H 0.486 -5.013 2.775 -0.257
```

The calculation puts the HOMO energy at -10.42 eV. The largest force on an atom is 0.0713 hartree/bohr. The energy above the lowest of the compared OMol25 structures with the same formula, charge and spin comes out at 56.98 kcal/mol. The total energy is -262833.1685 eV.

=====

Record 2
Here is C27H21F10N5O4SSn as an isolated structure from the OMol25 dataset. Energies are from the ωB97M-V functional and the def2-TZVPD basis.

The geometry in XYZ format:
```
69
Properties=species:S:1:pos:R:3:mulliken_charge:R:1
Sn -0.627 0.568 -0.806 0.203
O -3.265 -0.518 3.096 -0.680
C -2.737 -0.378 1.822 0.103
O -1.583 -1.074 1.696 -0.441
C -3.354 0.400 0.923 0.667
C -4.567 1.128 1.299 -1.461
C -5.416 1.533 0.343 -0.357
C -5.079 1.308 -1.039 -0.873
C -3.784 0.934 -1.314 0.727
N -2.861 0.593 -0.403 0.340
C -3.358 1.025 -2.755 0.168
O -4.264 0.516 -3.629 -0.504
O -2.341 1.515 -3.154 -0.509
H -2.545 -0.905 3.612 0.449
H -4.762 1.296 2.350 0.343
H -6.326 2.064 0.599 0.379
H -5.728 1.648 -1.834 0.410
H -4.947 0.078 -3.102 0.381
F 3.303 -4.396 -5.265 -0.350
C 3.208 -3.442 -4.318 0.645
C 2.986 -2.123 -4.668 0.039
F 2.859 -1.799 -5.966 -0.342
C 2.894 -1.154 -3.688 0.208
F 2.670 0.106 -4.098 -0.368
C 3.015 -1.431 -2.323 0.571
S 2.841 -0.215 -1.097 -0.496
C 3.252 -2.775 -2.018 -0.019
F 3.406 -3.160 -0.742 -0.438
C 3.341 -3.761 -2.981 0.217
F 3.571 -5.040 -2.628 -0.347
N 3.945 2.545 -2.455 -0.281
C 2.981 3.490 -2.356 0.709
N 1.711 3.067 -2.437 -0.229
N 3.361 4.752 -2.244 -0.779
C 2.428 5.685 -2.228 0.536
N 1.667 6.560 -2.190 -0.622
H 3.700 1.591 -2.161 -0.076
H 4.860 2.873 -2.196 0.224
H 1.521 2.073 -2.381 0.032
H 0.950 3.681 -2.189 0.295
F -0.063 -1.462 -2.996 -0.285
C -0.944 -1.439 -1.930 0.523
F -2.206 -1.482 -2.510 -0.312
C -0.790 -2.816 -1.280 0.425
F -0.848 -3.826 -2.185 -0.323
F -1.761 -3.045 -0.385 -0.278
F 0.396 -2.927 -0.655 -0.168
C -0.657 1.803 2.554 -2.335
C 0.180 0.537 2.338 3.035
C 1.582 0.988 1.900 -1.548
C -0.405 -0.365 1.225 -1.227
C 0.311 -0.285 3.622 -0.173
C -0.349 0.041 4.805 -0.196
C -0.226 -0.747 5.946 -0.764
C 0.568 -1.881 5.931 -0.410
C 1.238 -2.218 4.760 -0.955
C 1.109 -1.433 3.627 -0.317
H -0.735 2.348 1.610 0.178
H -0.172 2.463 3.279 0.648
H -1.671 1.597 2.895 0.450
H 1.516 1.620 1.012 0.318
H 2.227 0.148 1.647 0.218
H 2.051 1.568 2.699 0.465
H 0.311 -1.172 1.059 0.711
H -0.980 0.919 4.843 0.353
H -0.760 -0.469 6.847 0.369
H 0.663 -2.499 6.815 0.369
H 1.860 -3.104 4.726 0.377
H 1.627 -1.723 2.722 0.381
```

As for the charge: -2. The calculation puts the HOMO energy at -1.26 eV. The largest force on an atom is 0.0035 hartree/bohr. The energy above the lowest of the compared OMol25 structures with the same formula, charge and spin comes out at 1.46 kcal/mol. The total energy is -87823.8877 eV.

=====

Record 3
Here is a 2-piece molecular cluster, C26H32N4O4 overall in a non-equilibrium geometry from the OMol25 dataset. Energies are from the ωB97M-V functional and the def2-TZVPD basis.

The geometry in XYZ format:
```
66
Properties=species:S:1:pos:R:3:mulliken_charge:R:1
C 0.521 2.778 0.091 -1.326
C 1.146 3.206 1.405 1.570
C 1.412 4.715 1.433 -1.695
O 0.273 2.928 2.530 -0.347
C 0.216 1.639 3.000 -0.207
O -0.446 1.380 3.981 -0.613
C 1.049 0.634 2.289 0.980
C 0.775 -0.701 2.397 -0.351
C 1.420 -1.731 1.592 0.434
C 1.766 -1.531 0.229 -0.227
C 2.211 -2.605 -0.545 -0.836
C 2.430 -3.862 0.037 -0.337
C 2.157 -4.052 1.398 -0.849
C 1.626 -3.009 2.146 -0.026
C 2.372 1.186 1.882 0.534
O 3.397 0.542 1.868 -0.592
O 2.413 2.542 1.627 -0.399
H 0.272 1.711 0.096 0.256
H -0.392 3.361 -0.079 0.388
H 1.219 2.990 -0.729 0.343
H 1.821 5.007 2.404 0.395
H 2.123 4.993 0.651 0.392
H 0.478 5.258 1.267 0.383
H -0.060 -0.977 3.027 0.432
H 1.626 -0.536 -0.203 0.279
H 2.386 -2.452 -1.610 0.370
H 2.799 -4.690 -0.569 0.360
H 2.339 -5.012 1.880 0.416
H 1.348 -3.141 3.190 0.324
C 4.349 -1.055 6.652 -1.091
C 3.277 -0.296 7.420 -0.685
N 2.177 -1.156 7.879 0.062
C 1.824 -1.075 9.275 -0.678
C 1.134 -2.325 9.781 -0.851
N 0.363 -3.007 8.773 0.017
C -0.439 -4.093 9.270 -0.808
C -0.879 -5.033 8.170 -0.708
N -1.308 -4.325 6.985 0.079
C -2.049 -5.156 6.018 -0.671
C -3.263 -4.462 5.427 -1.171
C -0.554 -3.258 6.553 0.246
C -0.443 -2.885 5.196 -0.722
N 0.435 -1.961 4.789 -0.445
C 1.253 -1.335 5.626 -0.878
C 1.251 -1.647 7.003 0.087
C 0.297 -2.592 7.482 0.796
H 5.135 -0.352 6.356 0.380
H 4.809 -1.824 7.284 0.327
H 3.960 -1.532 5.748 0.278
H 3.707 0.144 8.326 0.427
H 2.879 0.519 6.797 0.362
H 2.748 -0.897 9.835 0.394
H 1.154 -0.214 9.448 0.284
H 1.872 -3.029 10.195 0.422
H 0.469 -2.046 10.609 0.338
H 0.155 -4.646 10.006 0.354
H -1.325 -3.701 9.796 0.328
H -0.053 -5.726 7.921 0.315
H -1.721 -5.639 8.523 0.418
H -1.370 -5.477 5.213 0.383
H -2.366 -6.048 6.570 0.442
H -3.825 -5.187 4.829 0.399
H -3.924 -4.095 6.219 0.312
H -2.994 -3.625 4.779 0.306
H -1.034 -3.376 4.422 0.322
H 1.921 -0.574 5.221 0.582
```

The calculation puts the HOMO energy at -6.96 eV. The largest force on an atom is 0.0399 hartree/bohr. As for the SMILES: CC1(C)OC(=O)C(=Cc2ccccc2)C(=O)O1.CCN1CCN2CCN(CC)c3cncc1c32. The energy above the lowest of the compared OMol25 structures with the same formula, charge and spin comes out at 78.20 kcal/mol. The total energy is -41631.3424 eV.